ORCA calculation (ωB97M-V/def2-TZVPD) on one molecule with the formula C6H10ClN.

Properties
- E_HOMO: -8.7 eV
- Total energy: -20394.67059 eV
- Multiplicity: 1
- E_LUMO: 0.52 eV
- Structure (SMILES): C=C/C(Cl)=C(/C)CN
- Kohn-Sham gap: 9.17 eV
- Energy above the lowest of the compared OMol25 structures with the same formula, charge and spin: 1.800 eV
- Charge: 0
- Molecular weight: 131.6 g/mol

```
18
Properties=species:S:1:pos:R:3:mulliken_charge:R:1
C 0.35 0.17 -2.57 -0.84
C 0.13 1.24 -1.76 -0.24
C 0.46 1.26 -0.34 0.57
Cl 1.38 2.75 0.37 -0.28
C 0.34 0.24 0.57 0.53
C 0.81 0.26 1.94 -1.71
C -0.58 -0.93 0.12 -0.61
N -1.61 -1.29 1.06 -0.66
H 0.22 0.31 -3.61 0.29
H 0.95 -0.72 -2.37 0.29
H -0.43 2.12 -2.12 0.30
H 1.49 0.98 2.27 0.50
H 1.27 -0.70 2.17 0.31
H -0.08 0.41 2.51 0.38
H 0.03 -1.84 0.03 0.20
H -0.97 -0.61 -0.82 0.53
H -1.29 -1.89 1.87 0.23
H -2.47 -1.75 0.68 0.21
```

***

ORCA calculation (ωB97M-V/def2-TZVPD) on one molecule with the formula C15H23N5O4.

Properties
- E_HOMO: -8.7 eV
- Total energy: -31566.02960 eV
- Multiplicity: 1
- E_LUMO: 0.27 eV
- Structure (SMILES): [H]/N=C(\N)NCCC[C@H](N)C(=O)N[C@@H](Cc1ccc(O)cc1)C(=O)O
- Kohn-Sham gap: 9.01 eV
- Energy above the lowest of the compared OMol25 structures with the same formula, charge and spin: 4.629 eV
- Charge: 0
- Molecular weight: 337.4 g/mol

```
47
Properties=species:S:1:pos:R:3:mulliken_charge:R:1
H -2.60 -5.92 -1.24 0.25
N -3.27 -5.18 -1.55 -0.71
C -2.62 -4.09 -1.74 0.30
N -1.20 -3.81 -1.92 -0.31
N -3.28 -2.86 -1.79 -0.14
C -3.18 -1.93 -2.92 -1.08
C -3.13 -0.38 -2.67 -0.59
C -1.72 0.05 -2.20 -0.58
C -1.39 -0.21 -0.76 0.14
N -2.21 0.63 0.29 -0.41
C 0.08 -0.58 -0.56 -0.04
O 0.33 -1.75 -0.77 -0.86
N 0.96 0.42 -0.45 0.01
C 0.78 1.88 -0.11 0.07
C 0.73 2.08 1.31 -1.04
C 1.98 1.82 2.13 0.76
C 3.04 2.79 2.28 -0.32
C 4.13 2.40 3.10 -0.85
C 3.98 1.24 3.89 0.82
O 5.04 0.83 4.75 -0.56
C 2.86 0.31 3.73 -0.53
C 1.88 0.66 2.85 -0.76
C 2.09 2.55 -0.57 0.00
O 3.05 1.97 -0.86 -0.42
O 2.31 4.01 -0.37 -0.54
H -0.77 -3.02 -1.38 0.33
H -0.61 -4.69 -2.05 0.22
H -4.30 -2.71 -1.49 0.31
H -2.33 -2.27 -3.50 0.52
H -3.99 -2.07 -3.75 0.36
H -3.90 0.07 -2.04 0.40
H -3.18 0.13 -3.67 0.30
H -0.99 -0.77 -2.62 0.25
H -1.49 1.10 -2.58 0.29
H -1.77 -1.29 -0.65 0.09
H -2.56 0.10 1.08 0.26
H -3.00 1.01 -0.32 0.29
H 1.97 0.03 -0.33 0.37
H -0.11 2.35 -0.72 0.36
H 0.19 3.07 1.54 0.55
H -0.01 1.35 1.61 0.36
H 3.16 3.66 1.64 0.50
H 5.03 3.09 3.25 0.32
H 4.83 -0.13 5.05 0.30
H 2.80 -0.50 4.48 0.24
H 0.99 0.10 2.79 0.38
H 1.44 4.45 -0.20 0.36
```

***

ORCA calculation (ωB97M-V/def2-TZVPD) on a 15-piece molecular cluster, C30H90O30 overall.

Properties
- E_HOMO (alpha / beta): -11.2 / -11.2 eV
- Total energy: -93976.66907 eV
- Multiplicity: 2
- E_LUMO (alpha / beta): -2.66 / -9.05 eV
- Kohn-Sham gap (alpha / beta): 8.55 / 2.16 eV
- Energy above the lowest of the compared OMol25 structures with the same formula, charge and spin: 0.579 eV
- Charge: +1
- Molecular weight: 931.0 g/mol

```
150
Properties=species:S:1:pos:R:3:lowdin_spin:R:1
C -4.11 -2.52 2.37 0.00
C -3.83 -3.82 3.11 0.00
O -3.77 -3.38 4.49 0.00
O -2.92 -1.81 2.33 0.00
H -4.85 -1.90 2.85 0.00
H -4.45 -2.69 1.35 0.00
H -2.91 -4.21 2.67 0.00
H -4.70 -4.47 2.99 0.00
H -4.00 -4.11 5.07 0.00
H -2.45 -2.05 3.13 0.00
C -2.75 2.30 2.03 0.00
C -4.24 2.23 2.64 0.00
O -4.91 1.02 2.35 0.00
O -1.99 1.09 2.36 0.00
H -2.11 3.16 2.23 0.00
H -2.83 2.36 0.94 0.00
H -4.73 3.12 2.27 0.00
H -4.13 2.43 3.71 0.00
H -4.90 0.82 1.41 0.00
H -2.66 0.40 2.30 0.00
C -0.40 -2.35 -4.98 0.00
C 0.67 -1.73 -5.95 0.00
O 1.66 -2.59 -6.42 0.00
O 0.05 -2.52 -3.62 0.00
H -0.74 -3.34 -5.27 0.00
H -1.29 -1.72 -5.05 0.00
H 1.17 -0.89 -5.48 0.00
H 0.10 -1.30 -6.77 0.00
H 2.12 -2.10 -7.11 0.00
H 0.45 -3.39 -3.53 0.00
C -3.84 -3.43 -1.50 0.00
C -2.68 -2.33 -1.60 0.00
O -2.64 -1.69 -2.88 0.00
O -3.54 -4.45 -2.44 0.00
H -4.78 -2.97 -1.81 0.00
H -3.91 -3.93 -0.53 0.00
H -1.66 -2.72 -1.55 0.00
H -2.77 -1.67 -0.74 0.00
H -1.75 -1.81 -3.22 0.00
H -3.25 -3.95 -3.21 0.00
C 2.87 2.82 -3.60 0.00
C 4.19 3.58 -3.84 0.00
O 5.06 3.49 -2.72 0.00
O 3.07 1.43 -3.95 0.00
H 2.02 3.26 -4.11 0.00
H 2.53 2.95 -2.57 0.00
H 3.91 4.62 -4.03 0.00
H 4.60 3.18 -4.77 0.00
H 5.57 2.71 -2.94 0.00
H 3.57 1.00 -3.25 0.00
C 0.66 2.95 3.84 0.00
C 1.92 3.80 3.74 0.00
O 1.67 4.99 2.94 0.00
O 0.55 2.19 2.57 0.00
H -0.20 3.60 4.04 0.00
H 0.72 2.26 4.68 0.00
H 2.74 3.32 3.20 0.00
H 2.25 4.25 4.67 0.00
H 2.36 5.58 3.26 0.00
H -0.34 1.88 2.41 0.00
C -1.34 2.23 -4.48 0.00
C -2.75 2.04 -3.77 0.00
O -2.62 1.09 -2.77 0.00
O -1.21 1.39 -5.66 0.00
H -0.51 1.93 -3.85 0.00
H -1.27 3.25 -4.85 0.00
H -3.52 1.76 -4.49 0.00
H -3.01 2.98 -3.28 0.00
H -2.88 0.22 -3.07 0.00
H -0.38 1.67 -6.06 0.00
C 3.97 -3.39 -3.76 0.15
C 4.08 -1.91 -3.39 0.14
O 5.18 -1.69 -2.51 0.36
O 5.04 -3.74 -4.63 0.27
H 3.13 -3.46 -4.44 0.02
H 3.84 -4.04 -2.90 0.01
H 3.13 -1.51 -3.04 0.03
H 4.20 -1.45 -4.37 0.00
H 4.84 -2.02 -1.67 0.00
H 5.76 -3.97 -4.05 0.01
C 0.18 3.90 -0.53 0.00
C -0.44 5.18 0.04 0.00
O -0.72 5.28 1.43 0.00
O 1.42 3.55 0.05 0.00
H 0.27 3.97 -1.61 0.00
H -0.45 3.03 -0.37 0.00
H -1.40 5.25 -0.47 0.00
H 0.22 6.00 -0.26 0.00
H 0.12 5.25 1.91 0.00
H 1.23 3.19 0.92 0.00
C 4.36 1.75 0.51 0.00
C 5.74 1.19 0.39 0.00
O 6.61 1.90 -0.53 0.00
O 3.41 1.33 -0.49 0.00
H 4.35 2.83 0.37 0.00
H 3.89 1.51 1.46 0.00
H 5.79 0.11 0.27 0.00
H 6.19 1.27 1.38 0.00
H 6.30 1.84 -1.44 0.00
H 2.69 1.96 -0.54 0.00
C -5.19 2.32 -0.71 0.00
C -6.75 2.20 -0.55 0.00
O -7.31 3.49 -0.81 0.00
O -4.51 1.10 -0.46 0.00
H -4.75 3.06 -0.04 0.00
H -4.92 2.69 -1.70 0.00
H -7.01 1.84 0.44 0.00
H -7.14 1.45 -1.24 0.00
H -8.21 3.27 -1.08 0.00
H -3.78 0.98 -1.07 0.00
C 0.41 -0.15 -1.06 0.00
C 0.95 -0.35 0.43 0.00
O 0.19 -1.27 1.22 0.00
O -0.92 0.19 -0.91 0.00
H 0.67 -1.06 -1.60 0.00
H 1.03 0.66 -1.45 0.00
H 1.02 0.63 0.90 0.00
H 1.96 -0.75 0.34 0.00
H -0.74 -1.01 1.21 0.00
H -1.33 0.43 -1.74 0.00
C 4.02 -2.74 1.09 0.00
C 4.98 -3.82 1.65 0.00
O 4.32 -5.13 1.61 0.00
O 3.75 -2.95 -0.32 0.00
H 4.44 -1.76 1.28 0.00
H 3.09 -2.79 1.66 0.00
H 5.29 -3.64 2.68 0.00
H 5.86 -3.82 1.00 0.00
H 4.84 -5.77 2.10 0.00
H 3.24 -3.77 -0.34 0.00
C 1.60 -4.21 4.29 0.00
C 0.26 -3.98 3.52 0.00
O 0.45 -3.92 2.06 0.00
O 2.00 -5.50 3.87 0.00
H 1.50 -4.13 5.38 0.00
H 2.35 -3.47 4.04 0.00
H -0.20 -3.00 3.66 0.00
H -0.53 -4.61 3.91 0.00
H 0.63 -2.99 1.93 0.00
H 2.20 -5.41 2.93 0.00
C -2.20 -0.41 5.63 0.00
C -2.07 1.14 5.96 0.00
O -3.05 1.61 6.88 0.00
O -1.15 -0.74 4.69 0.00
H -3.17 -0.59 5.17 0.00
H -2.11 -0.97 6.55 0.00
H -2.04 1.74 5.05 0.00
H -1.17 1.27 6.57 0.00
H -2.53 2.15 7.49 0.00
H -1.16 -0.10 3.97 0.00
```

***

ORCA calculation (ωB97M-V/def2-TZVPD) on C45H63IrOP2Si as an isolated structure.

Properties
- E_HOMO (alpha / beta): -16.7 / -16.7 eV
- Total energy: -79004.86287 eV
- Multiplicity: 2
- E_LUMO (alpha / beta): -11.31 / -11.27 eV
- Kohn-Sham gap (alpha / beta): 5.37 / 5.42 eV
- Energy above the lowest of the compared OMol25 structures with the same formula, charge and spin: 2.453 eV
- Charge: +3
- Molecular weight: 902.2 g/mol

```
113
Properties=species:S:1:pos:R:3:lowdin_spin:R:1
Ir -0.61 0.02 0.03 0.79
C -2.21 3.05 2.16 0.00
Si -0.89 1.72 1.78 0.00
C 0.62 2.81 1.15 0.03
C 1.20 3.64 2.10 0.00
C 2.14 4.59 1.73 0.01
C 2.50 4.71 0.40 0.01
C 1.95 3.86 -0.55 0.00
C 1.02 2.89 -0.19 0.04
P 0.35 1.72 -1.44 0.04
C 1.68 1.56 -2.75 0.01
C 1.26 0.63 -3.89 0.00
C 2.38 0.53 -4.93 0.00
C 3.67 0.04 -4.28 0.00
C 4.08 0.96 -3.14 0.00
C 2.96 1.03 -2.10 0.00
C -1.08 2.68 -2.15 -0.01
C -2.06 1.73 -2.85 0.00
C -3.19 2.54 -3.47 0.00
C -2.66 3.42 -4.61 0.00
C -1.16 3.69 -4.49 0.00
C -0.73 3.88 -3.04 0.00
C -0.65 0.54 3.30 0.00
C -1.17 0.97 4.52 0.00
C -1.15 0.16 5.64 0.00
C -0.66 -1.13 5.55 0.00
C -0.16 -1.59 4.35 0.00
C -0.15 -0.78 3.22 0.00
P 0.63 -1.36 1.66 0.01
C 2.44 -1.28 2.19 0.01
C 3.35 -0.96 0.99 0.00
C 4.81 -1.35 1.27 0.00
C 5.16 -1.21 2.75 0.00
C 4.30 -2.12 3.62 0.00
C 2.98 -2.51 2.93 0.00
C 0.01 -3.06 1.16 0.00
C 0.21 -4.28 2.07 0.00
C -0.03 -5.57 1.28 0.00
C 0.99 -5.75 0.16 0.00
C 1.57 -4.43 -0.32 0.00
C 0.50 -3.35 -0.28 0.00
H -1.84 3.77 2.89 0.00
H -3.13 2.63 2.55 0.00
H -2.47 3.62 1.27 0.00
H 0.91 3.57 3.14 0.00
H 2.58 5.23 2.48 0.00
H 3.21 5.46 0.10 0.00
H 2.26 3.97 -1.58 0.00
H 1.86 2.55 -3.17 0.00
H 0.37 1.00 -4.39 0.00
H 1.04 -0.37 -3.49 0.00
H 2.55 1.52 -5.37 0.00
H 2.08 -0.14 -5.73 0.00
H 4.45 0.01 -5.03 0.00
H 3.53 -0.98 -3.90 0.00
H 4.28 1.96 -3.53 0.00
H 4.99 0.60 -2.66 0.00
H 3.27 1.68 -1.27 0.00
H 2.77 0.03 -1.70 0.00
H -1.58 3.05 -1.24 0.00
H -2.44 1.01 -2.11 0.00
H -1.55 1.16 -3.63 0.00
H -3.65 3.15 -2.70 0.00
H -3.96 1.87 -3.86 0.00
H -3.21 4.36 -4.61 0.00
H -2.86 2.96 -5.58 0.00
H -0.91 4.58 -5.06 0.00
H -0.60 2.87 -4.94 0.00
H -1.23 4.77 -2.65 0.00
H 0.34 4.10 -3.01 0.00
H -1.57 1.97 4.60 0.00
H -1.53 0.54 6.58 0.00
H -0.66 -1.77 6.42 0.00
H 0.23 -2.60 4.29 0.00
H 2.45 -0.44 2.89 0.00
H 3.28 0.11 0.78 0.00
H 3.01 -1.50 0.10 0.00
H 5.47 -0.72 0.67 0.00
H 4.98 -2.38 0.97 0.00
H 5.05 -0.17 3.05 0.00
H 6.22 -1.45 2.89 0.00
H 4.11 -1.64 4.57 0.00
H 4.83 -3.05 3.85 0.00
H 2.30 -2.87 3.69 0.00
H 3.17 -3.31 2.22 0.00
H -1.07 -2.88 1.11 0.00
H -0.49 -4.24 2.90 0.00
H 1.22 -4.33 2.47 0.00
H -1.04 -5.55 0.87 0.00
H 0.01 -6.42 1.96 0.00
H 0.53 -6.28 -0.67 0.00
H 1.81 -6.40 0.49 0.00
H 1.95 -4.54 -1.34 0.00
H 2.41 -4.13 0.30 0.00
H -0.35 -3.69 -0.88 0.00
H 0.86 -2.42 -0.75 0.00
C -3.56 -1.62 1.84 0.00
C -3.70 -1.01 0.48 0.01
O -2.69 -0.71 -0.20 0.05
C -5.04 -0.73 0.00 0.00
C -5.23 0.26 -0.98 0.00
C -6.50 0.61 -1.38 0.00
C -7.60 -0.06 -0.85 0.00
C -7.43 -1.05 0.10 0.00
C -6.16 -1.40 0.52 0.00
H -2.55 -1.45 2.23 0.00
H -3.74 -2.70 1.80 0.00
H -4.28 -1.19 2.53 0.00
H -4.37 0.77 -1.38 0.00
H -6.64 1.39 -2.10 0.00
H -8.60 0.18 -1.19 0.00
H -8.28 -1.57 0.52 0.00
H -6.04 -2.20 1.24 0.00
```

***

ORCA calculation (ωB97M-V/def2-TZVPD) on C25H24N6O4RuS8 as an isolated structure.

Properties
- E_HOMO (alpha / beta): -4.7 / -4.7 eV
- Total energy: -132714.09534 eV
- Multiplicity: 2
- E_LUMO (alpha / beta): 1.33 / 0.99 eV
- Kohn-Sham gap (alpha / beta): 6.00 / 5.66 eV
- Energy above the lowest of the compared OMol25 structures with the same formula, charge and spin: 0.000 eV
- Charge: -1
- Molecular weight: 830.1 g/mol

```
68
Properties=species:S:1:pos:R:3:lowdin_spin:R:1
Ru 0.34 -0.21 -0.62 0.02
S -2.57 -1.98 -4.21 0.44
S -0.72 -1.89 -4.79 0.39
S 0.59 -2.69 -3.36 0.11
S -0.20 -2.39 -1.53 0.01
O -7.34 0.07 -1.85 0.00
C -6.70 0.95 -1.03 0.00
O -7.28 1.92 -0.64 0.00
C -5.29 0.61 -0.67 0.00
C -4.74 1.28 0.42 0.00
C -3.44 1.00 0.83 0.00
C -2.70 0.06 0.13 0.00
C -3.21 -0.57 -1.00 0.00
C -4.51 -0.30 -1.38 0.00
N -1.38 -0.27 0.53 0.00
C -1.16 -0.55 1.76 0.00
C 0.17 -1.00 2.11 0.00
C 0.53 -1.41 3.39 0.00
C 1.79 -1.95 3.59 0.00
C 2.64 -2.08 2.49 0.00
C 2.22 -1.64 1.25 0.00
N 1.02 -1.08 1.05 0.00
H -6.77 -0.69 -2.02 0.00
H -5.34 2.02 0.94 0.00
H -2.99 1.53 1.66 0.00
H -2.59 -1.25 -1.57 0.00
H -4.88 -0.79 -2.28 0.00
H -1.95 -0.56 2.51 0.00
H -0.18 -1.32 4.20 0.00
H 2.10 -2.27 4.57 0.00
H 3.63 -2.50 2.60 0.00
H 2.84 -1.72 0.36 0.00
O -0.86 3.64 -0.50 0.00
S 0.02 2.98 0.50 0.00
N 0.57 1.64 0.28 0.00
C -2.81 1.93 -3.24 0.00
N -1.49 2.52 -3.39 0.00
C -1.37 3.86 -3.93 0.00
C -0.47 1.92 -2.75 0.00
C 0.86 2.61 -2.79 0.00
O -0.67 0.82 -2.21 0.00
H -3.50 2.44 -3.92 0.00
H -3.17 2.04 -2.22 0.00
H -2.78 0.87 -3.49 0.01
H -2.26 4.07 -4.52 0.00
H -0.51 3.93 -4.59 0.00
H -1.28 4.61 -3.14 0.00
H 0.75 3.68 -2.65 0.00
H 1.34 2.41 -3.76 0.00
H 1.50 2.20 -2.02 0.00
S 5.83 3.20 1.30 0.00
C 5.08 2.26 0.15 0.00
S 3.58 1.44 0.42 0.00
C 3.58 0.81 -1.22 0.00
N 4.60 1.23 -1.91 0.00
N 5.44 2.01 -1.13 0.00
C 6.55 2.57 -1.82 0.00
C 7.80 2.64 -1.22 0.00
C 8.87 3.18 -1.93 0.00
C 8.70 3.62 -3.23 0.00
C 7.45 3.52 -3.83 0.00
C 6.37 3.00 -3.13 0.00
S 2.43 -0.30 -1.84 0.00
H 7.93 2.30 -0.20 0.00
H 9.84 3.24 -1.46 0.00
H 9.53 4.03 -3.78 0.00
H 7.30 3.86 -4.85 0.00
H 5.40 2.90 -3.59 0.00
```